Model a:
Entry from OMol25: 2 unconnected molecules or ions with the total composition C3H11N2 (ωB97M-V/def2-TZVPD).

Geometry as XYZ:
```
16
Properties=species:S:1:pos:R:3
C -0.6657 0.4684 -2.4880
N -1.3276 0.9234 -1.4987
H -0.7103 -0.5626 -2.8398
H -0.1309 1.1469 -3.1403
H -1.3637 1.9304 -1.6573
H -0.8619 0.0722 -0.0998
C 1.1245 0.4638 1.6730
C 0.7853 -0.8610 1.0119
N -0.6280 -0.7903 0.4947
H 2.1536 0.4013 2.0046
H 0.4011 0.6552 2.4571
H 1.0839 1.3171 0.9912
H 0.8711 -1.6693 1.7264
H 1.4434 -1.1069 0.1762
H -1.2013 -0.8805 1.3352
H -0.9736 -1.5081 -0.1464
```

Results
- frontier orbital gap (eV) = 11.772
- HOMO level (eV) = -15.17
- net charge = +1
- LUMO (hartree) = -0.1247

=====

Model b:
Entry from OMol25: 2 unconnected molecules or ions with the total composition C3H11N2 (ωB97M-V/def2-TZVPD).

Geometry as XYZ:
```
16
Properties=species:S:1:pos:R:3
C 1.0413 -1.3904 -1.2768
N -0.3584 -1.4760 -0.7677
H 1.6564 -0.9960 -0.4586
H 1.4250 -2.3830 -1.4598
H 1.1206 -0.8287 -2.1932
H -1.0563 -1.4354 -1.5087
H -0.5053 -0.5329 -0.1323
H -0.5506 -2.3311 -0.2509
C -0.2377 0.8966 1.8341
C -0.4101 2.0610 -0.1542
N -0.3106 0.8899 0.3513
H 0.7775 0.9260 2.1861
H -0.6569 -0.0399 2.2744
H -0.9943 1.5575 2.2555
H -0.9819 2.1703 -1.0638
H 0.0414 2.9120 0.3647
```

Results
- frontier orbital gap (eV) = 11.018
- HOMO level (eV) = -14.49
- net charge = +1
- LUMO (hartree) = -0.1278

=====

Most stable: model a

=====

Model a:
Entry from OMol25: a molecular structure, C3H11N2 (ωB97M-V/def2-TZVPD).

Geometry as XYZ:
```
16
Properties=species:S:1:pos:R:3
N 1.9660 -1.0531 0.5034
C 0.9478 -0.3860 -0.3095
C 0.6344 1.0556 0.1135
C -0.4781 -1.0374 -0.1751
N -1.1433 -0.4624 -1.2011
H -8.8417 7.0087 3.3633
H 2.8803 -0.8976 0.1221
H 1.9778 -0.8193 1.4798
H 1.1728 -0.5227 -1.3630
H 1.4040 1.8335 0.1014
H 0.2047 0.9655 1.1180
H -0.1118 1.3523 -0.6639
H -0.3443 -2.1223 -0.2786
H -0.6487 -0.9352 0.9064
H -8.1174 7.3605 3.2036
H -2.1076 -0.3463 -0.9092
```

Results
- frontier orbital gap (eV) = 5.815
- HOMO level (eV) = -14.68
- net charge = +1
- LUMO (hartree) = -0.3256

=====

Model b:
Entry from OMol25: 2 unconnected molecules or ions with the total composition C3H11N2 (ωB97M-V/def2-TZVPD).

Geometry as XYZ:
```
16
Properties=species:S:1:pos:R:3
C 0.8391 -0.7795 1.8129
C -0.4472 -1.4891 1.4117
H 0.8829 -0.6411 2.8898
H 1.7168 -1.3301 1.4767
H 0.9044 0.2088 1.3484
H -0.5742 -2.4331 1.9387
H -0.5125 -1.6948 0.3413
H -1.3235 -0.8915 1.6733
N -0.7060 1.9634 -0.9924
C 0.2248 1.2758 -1.5961
N -0.0011 0.2110 -2.3210
H -1.6592 1.6399 -0.8684
H -0.4688 2.7854 -0.4575
H 1.2465 1.6189 -1.4941
H 0.7988 -0.2637 -2.7346
H -0.9208 -0.1804 -2.4287
```

Results
- frontier orbital gap (eV) = 11.102
- HOMO level (eV) = -15.06
- net charge = +1
- LUMO (hartree) = -0.1453

=====

Most stable: model b